# 1
{
  "formula": "C4H10N3",
  "method": "ωB97M-V/def2-TZVPD",
  "smiles": "N/C=C/[C@@H]1[NH2+][C@@H]1N",
  "total_charge": 1,
  "max_force_ev_per_a": 0.945,
  "mol_weight_g_mol": 100.1,
  "de_lowest_kj_mol": 143.8,
  "spin_multiplicity": 1,
  "symbols": ["C", "N", "H", "H", "H", "H", "H", "H", "C", "C", "H", "N", "C", "N", "H", "H", "H"],
  "coordinates": [[0.705, -0.223, -0.348], [-1.259, 1.095, 0.587], [-0.406, 1.349, -1.374], [0.613, -1.294, -0.434], [-1.637, 2.038, 0.586], [-2.685, 0.359, -0.901], [1.987, 1.392, 0.048], [-1.148, -1.790, 0.394], [-0.489, 0.582, -0.612], [-1.823, -0.005, -0.353], [3.892, 0.094, 0.355], [-1.967, -1.224, 0.245], [1.899, 0.317, -0.048], [3.020, -0.378, 0.209], [-0.929, 0.779, 1.497], [3.056, -1.363, 0.009], [-2.829, -1.730, 0.140]],
  "atomic_forces_ev_per_a": [[-0.04, -0.10, 0.04], [-0.17, 0.76, 0.53], [-0.25, 0.02, 0.05], [0.02, -0.20, -0.08], [0.03, -0.09, -0.12], [0.17, 0.04, 0.03], [0.12, 0.09, -0.02], [-0.08, -0.03, -0.06], [0.15, -0.14, -0.19], [-0.02, 0.16, -0.08], [0.04, 0.00, -0.02], [0.01, -0.57, 0.04], [-0.04, -0.01, 0.08], [0.10, 0.03, -0.07], [-0.08, -0.09, -0.21], [0.06, 0.00, 0.07], [-0.03, 0.12, -0.01]],
  "mulliken_charge": [-0.83, -0.28, 0.46, 0.30, 0.28, 0.45, 0.33, 0.18, -0.15, 0.10, 0.23, -0.43, 0.00, -0.39, 0.31, 0.21, 0.23]
}



# 2
{
  "formula": "C16H18N4O2S",
  "method": "ωB97M-V/def2-TZVPD",
  "max_force_ev_per_a": 14.661,
  "mol_weight_g_mol": 330.4,
  "de_lowest_kj_mol": 1324.4,
  "spin_multiplicity": 1,
  "symbols": ["H", "C", "C", "H", "N", "H", "C", "C", "O", "H", "C", "C", "C", "H", "C", "N", "H", "N", "C", "N", "C", "C", "C", "C", "O", "H", "C", "C", "H", "S", "H", "C", "H", "H", "H", "H", "H", "H", "H", "H", "H"],
  "coordinates": [[3.919, -2.062, 0.653], [-1.271, 3.444, -0.385], [-0.651, -0.972, 0.226], [0.588, 2.764, 0.583], [0.259, -1.876, 0.418], [6.350, -1.612, -0.191], [5.044, 1.460, -0.625], [-3.346, 1.862, 0.023], [-2.676, -1.115, -0.824], [-4.075, -2.425, -0.208], [-0.230, 0.208, 0.315], [5.630, -0.861, -0.016], [-2.002, -1.587, -0.047], [-1.026, 2.877, -1.349], [-2.514, 1.282, 0.966], [0.932, 0.748, 0.121], [7.093, 0.870, -0.550], [-1.038, 1.494, 0.808], [4.180, -1.125, 0.252], [1.598, -1.643, 0.611], [-3.339, -3.270, 0.126], [3.769, 1.268, -0.247], [-0.592, 2.754, 0.562], [-3.130, -4.208, -0.935], [-2.288, -2.764, 0.421], [-3.086, 1.460, -1.262], [1.852, -0.144, 0.324], [3.357, 0.100, 0.022], [-3.797, -3.837, 0.978], [-2.904, 3.703, -0.384], [-2.860, -3.599, -1.868], [6.017, 0.574, -0.458], [5.363, 2.420, -0.745], [-4.190, -4.635, -1.193], [-2.835, 0.339, 1.419], [-0.843, 3.112, 1.609], [-4.439, 1.763, 0.301], [-2.319, -4.981, -0.565], [2.981, 1.888, -0.357], [-0.798, 4.334, -0.543], [-2.682, 1.990, 2.014]],
  "atomic_forces_ev_per_a": [[-0.82, -0.71, -0.01], [1.29, -0.17, -6.84], [-2.62, -6.98, 0.57], [-2.58, 0.22, -0.62], [5.74, -2.83, 1.20], [0.71, -0.93, 0.63], [1.56, 1.18, 0.83], [-2.40, 1.80, -7.53], [-4.77, 4.43, -5.49], [0.46, -1.77, 0.57], [-3.51, 14.16, 1.47], [-3.87, 3.56, -1.13], [4.58, -0.56, 2.37], [-0.18, 0.55, 0.57], [3.33, 2.09, 6.68], [3.57, -2.75, 0.17], [-1.17, -0.58, -0.17], [-1.94, -9.65, -1.36], [5.12, 4.65, -1.87], [-4.37, 4.35, -1.53], [-12.49, -3.12, -1.20], [0.82, 1.58, -1.67], [4.47, -0.29, 7.56], [-1.04, -2.59, -3.39], [12.07, 4.25, 6.17], [-1.14, 0.46, 4.16], [3.02, -3.91, -0.83], [-3.54, -9.38, 4.07], [0.22, 0.65, -0.21], [-4.59, -0.80, 1.76], [0.23, -1.28, 1.12], [1.01, -5.18, 1.28], [0.70, 2.73, -0.96], [2.20, 0.02, 0.39], [0.56, -0.27, -0.76], [0.47, 1.17, -0.71], [1.29, 0.26, -0.74], [-1.73, 1.29, -1.32], [-1.85, 3.06, -0.37], [1.08, 2.81, -0.47], [0.09, -1.53, -2.37]],
  "mulliken_charge": [0.45, -0.70, 0.40, 0.21, -0.17, 0.41, -0.87, -0.51, -0.42, 0.34, 1.49, -0.64, -0.37, 0.34, -0.97, -0.25, 0.33, 0.17, -0.53, -0.78, -0.26, -0.12, -0.59, -1.01, -0.28, 0.18, -0.01, 0.39, 0.29, -0.15, 0.25, -0.32, 0.42, 0.31, 0.53, 0.37, 0.40, 0.26, 0.64, 0.43, 0.33]
}



# 3
{
  "formula": "C5H8O",
  "method": "ωB97M-V/def2-TZVPD",
  "smiles": "CC(C)=C=CO",
  "max_force_ev_per_a": 0.455,
  "mol_weight_g_mol": 84.1,
  "de_lowest_kj_mol": 215.3,
  "spin_multiplicity": 1,
  "symbols": ["H", "C", "C", "H", "H", "H", "C", "H", "H", "C", "O", "C", "H", "H"],
  "coordinates": [[-1.637, -1.481, 2.157], [-0.878, -1.355, 1.396], [1.257, 1.220, 0.322], [2.018, 0.838, -0.367], [1.295, 2.313, 0.292], [-0.748, 1.638, -1.907], [-0.051, 0.590, -0.081], [0.344, 0.261, -2.132], [-1.342, -0.017, -1.682], [-0.488, 0.644, -1.526], [-0.158, -2.521, 1.142], [-0.619, -0.248, 0.751], [1.529, 0.891, 1.326], [-0.437, -2.845, 0.273]],
  "atomic_forces_ev_per_a": [[0.02, 0.18, 0.09], [-0.30, 0.32, 0.07], [0.15, 0.04, 0.05], [0.03, 0.15, 0.04], [-0.19, -0.09, -0.12], [0.13, -0.05, 0.23], [0.08, -0.32, 0.07], [-0.12, 0.14, 0.01], [0.03, 0.12, -0.01], [-0.06, -0.04, -0.08], [-0.17, -0.24, -0.32], [0.18, -0.36, -0.21], [-0.02, 0.12, -0.07], [0.23, 0.02, 0.24]],
  "mulliken_charge": [0.32, -0.42, -1.19, 0.30, 0.33, 0.32, 0.91, 0.31, 0.34, -1.19, -0.48, -0.20, 0.35, 0.31]
}



# 4
{
  "formula": "CH2N2O2",
  "method": "ωB97M-V/def2-TZVPD",
  "smiles": "N=C=O.N=O",
  "max_force_ev_per_a": 5.533,
  "mol_weight_g_mol": 74.0,
  "de_lowest_kj_mol": 381.6,
  "spin_multiplicity": 1,
  "symbols": ["H", "H", "N", "N", "O", "C", "O"],
  "coordinates": [[-0.334, 1.322, -1.841], [1.110, -1.388, 1.820], [0.345, -0.940, 1.320], [0.035, 2.067, -1.228], [-1.282, -1.221, -0.258], [-0.439, -1.285, 0.533], [0.565, 1.444, -0.346]],
  "atomic_forces_ev_per_a": [[-0.60, 0.05, -0.94], [-0.67, 0.27, -0.43], [3.99, -0.11, 3.83], [0.30, -0.63, 0.54], [-1.12, -1.08, -1.17], [-2.18, 0.86, -2.15], [0.27, 0.64, 0.32]],
  "mulliken_charge": [0.23, 0.28, -0.31, -0.02, -0.42, 0.46, -0.22]
}



Result set for Kohn-Sham gap: 9.5, 8.2, 10.0, 9.4 eV, one per record in the order listed.